(1)
Below is C22H32As2AuBN6S3 as an isolated structure, with properties calculated with ωB97M-V/def2-TZVPD.

The geometry in XYZ format:
```
67
Properties=species:S:1:pos:R:3
Au -0.21 0.98 -0.32
C 5.12 -0.77 -0.15
N 4.31 -0.32 0.97
C 4.14 -1.04 2.15
C 3.36 -0.29 2.96
N 3.02 0.86 2.28
B 2.46 2.25 2.80
N 1.03 2.15 3.33
C 0.72 1.87 4.66
C -0.58 2.13 4.85
N -1.08 2.57 3.63
C -2.43 3.07 3.41
C -0.09 2.58 2.72
S -0.30 3.09 1.09
C 3.57 0.79 1.08
S 3.25 2.13 -0.01
H 5.89 -1.44 0.23
H 5.62 0.08 -0.61
H 4.52 -1.31 -0.88
H 4.62 -1.99 2.30
H 3.05 -0.47 3.98
H 3.20 2.65 3.65
H 2.49 2.96 1.80
H 1.47 1.55 5.37
H -1.20 2.06 5.73
H -3.06 2.75 4.24
H -2.82 2.68 2.48
H -2.43 4.16 3.36
C -3.68 1.97 -0.77
As -2.60 0.40 -0.47
C -3.23 -0.22 1.26
C -3.28 -0.91 -1.72
C -4.27 -0.54 -2.63
C -4.77 -1.45 -3.54
C -4.29 -2.75 -3.54
C -3.30 -3.12 -2.64
C -2.78 -2.22 -1.72
As -1.39 -2.80 -0.46
C -2.38 -4.25 0.40
C -0.33 -3.90 -1.69
H -3.58 2.32 -1.79
H -3.32 2.75 -0.10
H -4.73 1.76 -0.56
H -4.29 0.02 1.37
H -2.65 0.28 2.04
H -3.08 -1.29 1.34
H -4.66 0.47 -2.63
H -5.54 -1.15 -4.23
H -4.68 -3.48 -4.24
H -2.94 -4.15 -2.66
H -2.90 -4.86 -0.34
H -3.11 -3.84 1.10
H -1.68 -4.87 0.95
H -0.86 -4.82 -1.96
H 0.61 -4.17 -1.21
H -0.12 -3.33 -2.59
S 1.60 -0.56 -1.11
C 2.50 0.44 -2.03
N 2.41 0.41 -3.42
C 3.18 1.09 -4.26
C 4.19 1.90 -3.78
C 4.29 2.00 -2.41
N 3.46 1.35 -1.58
H 1.71 -0.23 -3.78
H 2.98 0.97 -5.32
H 4.86 2.43 -4.44
H 5.05 2.61 -1.93
```

* gap between HOMO and LUMO: 4.7 eV
* energy relative to the best compared isomer or geometry (same formula, charge and spin): 118.68 kJ/mol
* E_HOMO: -12.14 eV
* net charge: +2
* energy: -190812.2837 eV
* LUMO energy: -7.44 eV

The net atomic charges from Mulliken, expressed in e, are: atom 1 (Au): 0.338, atom 2 (C): -0.908, atom 3 (N): 0.191, atom 4 (C): -0.561, atom 5 (C): -0.444, atom 6 (N): 0.356, atom 7 (B): 0.135, atom 8 (N): 0.338, atom 9 (C): -0.555, atom 10 (C): -0.454, atom 11 (N): 0.183, atom 12 (C): -0.646, atom 13 (C): -0.040, atom 14 (S): -0.425, atom 15 (C): -0.110, atom 16 (S): -0.043, atom 17 (H): 0.378, atom 18 (H): 0.339, atom 19 (H): 0.300, atom 20 (H): 0.487, atom 21 (H): 0.527, atom 22 (H): -0.081, atom 23 (H): -0.084, atom 24 (H): 0.480, atom 25 (H): 0.461, atom 26 (H): 0.285, atom 27 (H): 0.129, atom 28 (H): 0.335, atom 29 (C): -1.322, atom 30 (As): 0.642, atom 31 (C): -0.658, atom 32 (C): 0.516, atom 33 (C): -0.407, atom 34 (C): -0.700, atom 35 (C): -0.916, atom 36 (C): -0.236, atom 37 (C): 0.045, atom 38 (As): 0.250, atom 39 (C): -1.122, atom 40 (C): -1.203, atom 41 (H): 0.413, atom 42 (H): 0.357, atom 43 (H): 0.451, atom 44 (H): 0.398, atom 45 (H): 0.209, atom 46 (H): 0.091, atom 47 (H): 0.379, atom 48 (H): 0.411, atom 49 (H): 0.405, atom 50 (H): 0.264, atom 51 (H): 0.368, atom 52 (H): 0.327, atom 53 (H): 0.414, atom 54 (H): 0.425, atom 55 (H): 0.388, atom 56 (H): 0.339, atom 57 (S): -0.276, atom 58 (C): -0.269, atom 59 (N): 0.073, atom 60 (C): -0.080, atom 61 (C): -1.044, atom 62 (C): 0.300, atom 63 (N): 0.147, atom 64 (H): 0.246, atom 65 (H): 0.450, atom 66 (H): 0.468, atom 67 (H): 0.543

---

(2)
Below is C32H47AuN3O3SbSeSi3 as an isolated structure in a non-equilibrium geometry, with properties calculated with ωB97M-V/def2-TZVPD.

The geometry in XYZ format:
```
91
Properties=species:S:1:pos:R:3
Au -0.27 -0.26 1.48
C 6.34 -0.18 -0.37
O 6.28 -0.32 1.04
C 5.09 -0.19 1.64
C 5.09 -0.27 3.05
C 3.93 -0.13 3.73
C 2.69 0.11 3.08
C 1.49 0.31 3.84
C 1.48 -0.01 5.32
O 0.42 0.72 3.35
C 2.68 0.16 1.65
O 1.63 0.34 0.91
C 3.90 -0.01 0.96
H 7.39 -0.21 -0.63
H 5.91 0.77 -0.70
H 5.82 -1.00 -0.88
H 6.03 -0.42 3.56
H 3.95 -0.19 4.81
H 2.17 0.63 5.87
H 1.77 -1.05 5.47
H 0.47 0.14 5.69
H 3.84 0.04 -0.12
C -3.06 -1.94 -2.43
Sb -1.66 -0.36 -1.76
C -1.20 -1.64 0.05
C -2.29 -1.81 1.00
C -3.27 -2.81 1.08
C -4.04 -2.89 2.21
C -3.89 -1.94 3.23
C -2.96 -0.94 3.06
N -2.19 -0.89 1.98
Si -0.22 -3.23 -0.34
C 0.58 -3.71 1.31
C -1.26 -4.75 -0.85
C 1.11 -3.02 -1.65
C -3.24 1.34 -1.79
C -2.53 2.36 -0.96
C -2.99 3.68 -0.83
C -2.22 4.60 -0.14
C -1.00 4.21 0.39
C -0.62 2.90 0.23
N -1.38 2.00 -0.40
Si -5.02 1.04 -1.20
C -5.04 0.04 0.39
C -6.00 2.61 -0.75
C -6.05 0.14 -2.51
Si -3.10 1.95 -3.62
C -3.28 0.54 -4.87
C -1.41 2.75 -3.89
C -4.46 3.22 -4.03
H -2.48 -2.85 -2.61
H -3.55 -1.65 -3.36
H -3.82 -2.14 -1.67
H -3.39 -3.52 0.27
H -4.76 -3.69 2.33
H -4.49 -1.98 4.13
H -2.81 -0.15 3.79
H -0.16 -3.80 2.10
H 1.32 -2.96 1.62
H 1.09 -4.67 1.22
H -1.89 -5.10 -0.04
H -0.57 -5.55 -1.10
H -1.89 -4.57 -1.72
H 1.89 -2.35 -1.29
H 0.72 -2.61 -2.58
H 1.57 -3.99 -1.87
H -3.92 3.98 -1.29
H -2.56 5.63 -0.03
H -0.36 4.91 0.92
H 0.33 2.54 0.61
H -4.35 0.46 1.12
H -4.75 -1.00 0.21
H -6.03 0.02 0.84
H -5.57 3.12 0.11
H -7.02 2.32 -0.48
H -6.07 3.32 -1.57
H -5.65 -0.85 -2.74
H -6.11 0.71 -3.44
H -7.06 0.00 -2.14
H -2.43 -0.15 -4.81
H -3.27 0.97 -5.88
H -4.21 -0.01 -4.76
H -0.63 1.99 -3.87
H -1.18 3.49 -3.13
H -1.37 3.24 -4.87
H -5.44 2.91 -3.69
H -4.51 3.33 -5.12
H -4.24 4.20 -3.61
Se 1.43 0.48 -1.97
C 1.09 0.10 -3.70
N 0.79 -0.16 -4.79
```

* gap between HOMO and LUMO: 3.9 eV
* energy relative to the best compared isomer or geometry (same formula, charge and spin): 160.47 kJ/mol
* E_HOMO: -5.97 eV
* energy: -143768.0227 eV
* LUMO energy: -2.03 eV

The net atomic charges from Mulliken, expressed in e, are: atom 1 (Au): 1.434, atom 2 (C): -0.766, atom 3 (O): -0.462, atom 4 (C): 1.196, atom 5 (C): -1.056, atom 6 (C): -0.909, atom 7 (C): 0.335, atom 8 (C): 1.106, atom 9 (C): -1.714, atom 10 (O): -0.786, atom 11 (C): -0.521, atom 12 (O): -0.185, atom 13 (C): -0.160, atom 14 (H): 0.232, atom 15 (H): 0.338, atom 16 (H): 0.315, atom 17 (H): 0.441, atom 18 (H): 0.357, atom 19 (H): 0.451, atom 20 (H): 0.418, atom 21 (H): 0.345, atom 22 (H): 0.222, atom 23 (C): -1.274, atom 24 (Sb): -0.377, atom 25 (C): 0.227, atom 26 (C): 0.552, atom 27 (C): -1.205, atom 28 (C): -0.580, atom 29 (C): -0.739, atom 30 (C): -0.740, atom 31 (N): 0.116, atom 32 (Si): 0.541, atom 33 (C): -0.980, atom 34 (C): -1.242, atom 35 (C): -0.784, atom 36 (C): 2.414, atom 37 (C): -1.600, atom 38 (C): -0.708, atom 39 (C): -1.062, atom 40 (C): -1.216, atom 41 (C): -0.464, atom 42 (N): 0.742, atom 43 (Si): -0.056, atom 44 (C): -0.627, atom 45 (C): -1.303, atom 46 (C): -1.034, atom 47 (Si): 0.477, atom 48 (C): -1.140, atom 49 (C): -0.880, atom 50 (C): -1.122, atom 51 (H): 0.172, atom 52 (H): 0.525, atom 53 (H): 0.243, atom 54 (H): 0.603, atom 55 (H): 0.487, atom 56 (H): 0.479, atom 57 (H): 0.602, atom 58 (H): 0.305, atom 59 (H): 0.114, atom 60 (H): 0.423, atom 61 (H): 0.341, atom 62 (H): 0.445, atom 63 (H): 0.428, atom 64 (H): 0.138, atom 65 (H): 0.292, atom 66 (H): 0.426, atom 67 (H): 0.631, atom 68 (H): 0.448, atom 69 (H): 0.477, atom 70 (H): 0.512, atom 71 (H): 0.174, atom 72 (H): -0.072, atom 73 (H): 0.601, atom 74 (H): 0.392, atom 75 (H): 0.417, atom 76 (H): 0.331, atom 77 (H): 0.335, atom 78 (H): 0.266, atom 79 (H): 0.462, atom 80 (H): 0.312, atom 81 (H): 0.482, atom 82 (H): 0.356, atom 83 (H): 0.109, atom 84 (H): 0.283, atom 85 (H): 0.443, atom 86 (H): 0.300, atom 87 (H): 0.450, atom 88 (H): 0.323, atom 89 (Se): -0.102, atom 90 (C): 0.209, atom 91 (N): -0.731